DFT (ωB97M-V with the def2-TZVPD basis set) results for 9 unconnected molecules or ions with the total composition C42H122N15O17P5S4 at a distorted geometry.

Output
* HOMO energy: -8.05 eV
* spin multiplicity: 1
* energy above the lowest of the compared OMol25 structures with the same formula, charge and spin: 4.602 eV
* electronic energy: -192475.0210 eV
* largest force on an atom: 4.3 eV/A

Each line ends with the Mulliken charge.
Positions of all 205 atoms, in Å:
C (3.31899, 5.43642, -4.71911)  -0.882
N (4.64505, 5.17426, -4.08934)  0.221
C (5.83978, 5.25156, -4.95438)  -0.913
P (4.84398, 5.20901, -2.37592)  0.396
O (6.23430, 4.97861, -1.81452)  -0.835
N (4.08702, 6.76734, -2.06776)  0.334
C (4.85504, 7.98992, -2.11342)  -1.107
C (2.60998, 6.97582, -2.02868)  -1.141
N (3.57483, 4.21369, -1.76384)  0.738
C (3.42339, 4.38720, -0.28552)  -1.191
C (3.19907, 2.89142, -2.25077)  -1.441
H (2.48096, 4.84011, -4.35826)  0.256
H (3.46083, 5.23884, -5.78163)  0.375
H (2.96872, 6.46773, -4.67652)  0.228
H (6.54859, 4.52773, -4.55219)  0.296
H (6.24297, 6.26402, -4.93328)  0.282
H (5.63303, 4.94742, -5.98047)  0.341
H (5.54337, 7.79893, -2.93672)  0.255
H (4.21841, 8.79010, -2.49091)  0.385
H (5.36294, 8.14240, -1.16111)  0.278
H (2.02389, 6.10555, -1.73328)  0.253
H (2.28152, 7.71445, -1.29748)  0.494
H (2.21607, 7.34822, -2.97433)  0.341
H (4.24189, 3.82998, 0.17018)  0.505
H (3.50311, 5.44033, -0.01596)  0.401
H (2.45430, 4.02321, 0.05578)  0.087
H (2.91272, 3.03098, -3.29319)  0.251
H (2.30857, 2.48407, -1.77204)  0.201
H (4.05810, 2.23017, -2.13713)  0.608
C (-6.96035, -4.25437, -2.81856)  -0.773
N (-8.16055, -4.41527, -2.07267)  0.301
C (-8.80772, -5.71108, -2.27383)  -1.197
P (-8.92147, -3.11884, -1.17597)  0.261
O (-10.35105, -3.39798, -0.90164)  -0.771
N (-7.97570, -2.92944, 0.28850)  0.228
C (-8.62343, -2.32653, 1.42849)  -1.127
C (-6.47641, -3.04817, 0.49749)  -0.505
N (-8.60000, -1.73867, -2.16984)  0.183
C (-7.28854, -1.07003, -2.40426)  -0.403
C (-9.56872, -1.54316, -3.27018)  -1.118
H (-6.30744, -3.56642, -2.28142)  -0.185
H (-7.24529, -3.75429, -3.74420)  0.381
H (-6.37238, -5.16393, -2.94145)  0.535
H (-8.43333, -6.23208, -3.15501)  0.478
H (-9.88478, -5.64673, -2.42848)  0.301
H (-8.66168, -6.31163, -1.37600)  0.315
H (-8.43201, -1.25351, 1.41824)  0.345
H (-9.68283, -2.57884, 1.47434)  0.335
H (-8.27465, -2.67451, 2.40079)  0.336
H (-6.20672, -3.42487, 1.48413)  0.354
H (-6.02840, -3.69722, -0.25493)  0.064
H (-6.14335, -2.01621, 0.38689)  0.079
H (-7.39235, 0.00068, -2.58004)  0.497
H (-6.64309, -1.12678, -1.52775)  -0.258
H (-6.83004, -1.48913, -3.29993)  0.291
H (-10.53634, -1.59776, -2.77136)  0.374
H (-9.41032, -2.25750, -4.07810)  0.278
H (-9.50864, -0.49761, -3.57234)  0.401
C (1.81667, -2.19517, -3.09731)  -0.902
N (2.89163, -3.15799, -2.92461)  0.132
C (2.54795, -4.45465, -3.45720)  -0.993
P (3.86624, -3.08409, -1.56341)  0.166
O (3.12257, -3.31107, -0.28853)  -0.477
N (5.23228, -4.11896, -1.86632)  0.263
C (5.97008, -4.61947, -0.71424)  -0.853
C (6.11841, -4.12576, -3.07138)  -1.380
N (4.57799, -1.52085, -1.69261)  0.704
C (4.24579, -0.62930, -0.58860)  -1.265
C (5.70103, -1.01622, -2.51764)  -0.984
H (1.53547, -2.16728, -4.15005)  0.420
H (2.12371, -1.19585, -2.78881)  0.054
H (1.04507, -2.51566, -2.39730)  0.514
H (2.09745, -5.02753, -2.64667)  0.209
H (3.43874, -4.93746, -3.85904)  0.251
H (1.75347, -4.39845, -4.20134)  0.391
H (6.62326, -5.43067, -1.03582)  0.395
H (6.46082, -3.71938, -0.34395)  0.364
H (5.27057, -4.83778, 0.09269)  -0.021
H (7.14695, -3.81215, -2.89289)  0.307
H (6.30188, -5.17364, -3.30880)  0.358
H (5.54226, -3.65183, -3.86607)  0.541
H (4.69413, -1.12189, 0.27421)  0.826
H (4.79597, 0.30918, -0.65677)  0.499
H (3.19180, -0.35216, -0.56822)  -0.458
H (5.87468, -1.62923, -3.40204)  0.314
H (6.63147, -0.98310, -1.95082)  0.326
H (5.41185, -0.05248, -2.93678)  0.297
C (4.62005, 1.94842, 2.75469)  -0.561
N (5.24208, 1.71377, 4.09434)  0.452
C (6.24516, 2.65394, 4.51106)  -1.067
P (4.98873, 0.34812, 5.07351)  0.085
O (5.15625, 0.45537, 6.54109)  -0.864
N (3.42500, -0.26189, 4.59946)  0.657
C (3.13202, -1.64127, 4.51705)  -1.447
C (2.29994, 0.51558, 5.00521)  -1.091
N (6.15479, -0.68202, 4.40099)  0.431
C (6.36647, -0.88497, 2.95408)  -0.885
C (7.00982, -1.46031, 5.27271)  -1.087
H (5.20016, 1.49879, 1.94883)  0.217
H (4.49180, 3.01402, 2.56458)  0.317
H (3.64776, 1.46586, 2.65524)  -0.012
H (6.11676, 2.82857, 5.57930)  0.356
H (6.04338, 3.58067, 3.97389)  0.323
H (7.27865, 2.35411, 4.33756)  0.291
H (3.86968, -2.10743, 3.86386)  0.428
H (3.33015, -1.99236, 5.52976)  0.312
H (2.16435, -1.95308, 4.12402)  0.533
H (2.41143, 1.54256, 4.65741)  0.218
H (1.33885, 0.16778, 4.62644)  0.369
H (2.32157, 0.57345, 6.09345)  0.332
H (5.50662, -0.86423, 2.28453)  0.039
H (7.08735, -0.22048, 2.47774)  0.230
H (6.75102, -1.89534, 2.81496)  0.500
H (7.72267, -0.75188, 5.69471)  0.318
H (7.61527, -2.19821, 4.74637)  0.399
H (6.44212, -2.00223, 6.02911)  0.288
C (-3.10636, 6.96912, 1.64230)  -1.016
N (-2.05336, 6.31930, 2.45197)  0.172
C (-2.44547, 6.01568, 3.79765)  -0.815
P (-0.74365, 5.58970, 1.62331)  0.511
O (-0.20719, 6.51720, 0.57890)  -0.887
N (0.41505, 5.15073, 2.85356)  0.531
C (0.93390, 6.25895, 3.73616)  -1.275
C (1.33763, 3.95534, 2.78097)  -0.781
N (-1.53856, 4.10518, 1.04709)  0.263
C (-0.87154, 3.46564, -0.05741)  -0.681
C (-2.33460, 3.27818, 2.04009)  -0.291
H (-3.71796, 6.20849, 1.15701)  0.281
H (-2.64182, 7.56713, 0.85829)  0.256
H (-3.64648, 7.69868, 2.24572)  0.396
H (-1.53344, 5.89518, 4.38226)  0.224
H (-3.07001, 5.12432, 3.73811)  0.226
H (-3.12779, 6.70215, 4.29895)  0.372
H (0.31904, 7.15869, 3.71374)  0.386
H (0.97650, 5.85060, 4.74588)  0.364
H (1.91699, 6.42714, 3.29645)  0.316
H (1.42408, 3.54627, 3.78759)  0.659
H (1.10416, 3.14194, 2.09396)  -0.118
H (2.31148, 4.33292, 2.46930)  0.055
H (-0.67439, 4.22081, -0.81829)  0.319
H (0.06210, 3.06986, 0.34230)  -0.188
H (-1.34632, 2.55428, -0.42089)  0.411
H (-2.62379, 2.27870, 1.71525)  -0.550
H (-3.28896, 3.79026, 2.16294)  0.345
H (-1.68209, 3.11579, 2.89796)  0.403
C (2.40189, -4.73371, 2.91218)  0.209
C (1.57227, -5.92464, 3.35380)  -0.827
O (1.37388, -7.06266, 2.47153)  -0.390
S (0.02344, -7.10888, 1.51570)  1.194
C (0.54169, -6.08627, 0.05008)  -0.812
O (-0.22904, -8.48103, 1.05768)  -0.644
O (-1.01548, -6.37244, 2.15506)  -0.541
H (1.82040, -4.07841, 2.26368)  -0.288
H (3.28143, -5.08623, 2.37343)  0.098
H (2.78415, -4.11460, 3.72377)  0.425
H (1.91811, -6.22492, 4.34291)  0.397
H (0.58957, -5.59707, 3.69305)  0.303
H (0.32741, -6.68269, -0.83676)  0.543
H (1.61767, -5.99384, 0.19780)  0.178
H (-0.09915, -5.21139, -0.05953)  0.187
C (-5.23006, 0.60421, 2.22269)  -0.481
C (-4.35360, -0.46048, 3.01158)  0.019
O (-5.01104, -1.75963, 3.01194)  -0.205
S (-4.36601, -3.07375, 3.91070)  1.145
C (-3.09456, -3.54779, 2.64475)  -0.284
O (-3.62590, -2.51104, 4.98145)  -0.598
O (-5.35070, -4.18770, 3.99034)  -0.576
H (-6.25031, 0.77696, 2.56526)  0.409
H (-5.21862, 0.19899, 1.21088)  -0.088
H (-4.66108, 1.51653, 2.04368)  0.043
H (-3.34488, -0.48228, 2.59913)  -0.135
H (-4.21657, -0.08357, 4.02512)  0.567
H (-2.36386, -4.23257, 3.07519)  0.493
H (-2.56844, -2.72268, 2.16465)  -0.396
H (-3.65987, -4.13105, 1.91788)  0.242
C (-1.83919, -1.91787, -4.61002)  -1.196
C (-3.32563, -1.44457, -4.69941)  0.010
O (-3.55369, -0.67562, -5.89385)  -0.365
S (-5.07364, -0.62806, -6.52280)  1.034
C (-5.71667, 0.85802, -5.51979)  -0.673
O (-4.91876, -0.24072, -7.96290)  -0.619
O (-5.79716, -1.81760, -6.15061)  -0.527
H (-1.21769, -1.02559, -4.53472)  0.341
H (-1.45135, -2.36003, -5.52772)  0.486
H (-1.71116, -2.54799, -3.72987)  0.312
H (-4.03451, -2.26097, -4.56132)  0.275
H (-3.52949, -0.67490, -3.95501)  0.159
H (-5.71091, 0.56914, -4.46878)  0.051
H (-6.70431, 1.13794, -5.88628)  0.377
H (-5.01022, 1.67014, -5.69145)  0.354
C (-3.31112, -1.45442, -0.60305)  -0.776
C (-1.81578, -1.06755, -0.73223)  -0.125
O (-1.43331, -0.24991, 0.33260)  0.292
S (0.22642, -0.00908, 0.56432)  0.789
C (0.82937, -1.70876, 1.02555)  -1.468
O (0.78476, 0.30425, -0.72361)  -0.425
O (0.38517, 0.86386, 1.74117)  -0.270
H (-3.92176, -0.66688, -1.04463)  0.381
H (-3.62893, -1.52961, 0.43686)  -0.467
H (-3.60075, -2.34986, -1.15297)  0.505
H (-1.27728, -2.00789, -0.85001)  -0.043
H (-1.61036, -0.63159, -1.70990)  0.268
H (0.25726, -1.90629, 1.93208)  0.613
H (1.90082, -1.66923, 1.22184)  0.450
H (0.69601, -2.48397, 0.27100)  0.090